# 1
This record from OMol25 describes 3 unconnected molecules or ions with the total composition C2H2O4S2 at a distorted geometry. The level of theory is ωB97M-V/def2-TZVPD.

Computed properties:
**Energy above the lowest of the compared OMol25 structures with the same formula, charge and spin**: 0.0 kcal/mol
**E_tot**: -31959.339 eV
**Spin multiplicity**: 3
**Gap between HOMO and LUMO (alpha / beta)**: 7.6 / 6.9 eV
**LUMO level (alpha / beta)**: -0.65 / -2.46 eV
**Largest force on an atom**: 1.9 eV Å⁻¹

Geometry (Å):
C  -0.05885  1.37551  1.20353
C  -0.67708  0.74623  -1.28139
O  -0.28195  -0.45069  -3.39780
O  1.47820  -2.00112  2.23020
O  0.02306  0.49114  1.98401
O  0.51264  -1.70988  0.01221
S  0.33774  -0.19840  -2.08596
S  0.29304  -1.83826  1.43840
H  0.02699  2.44670  1.36218
H  -1.65378  1.13876  -1.46539

These are the Löwdin partial charges, in e, on atoms 1 to 5: atom 1 (C): -0.016, atom 2 (C): -0.260, atom 3 (O): -0.545, atom 4 (O): -0.402, atom 5 (O): -0.064

---

# 2
This record from OMol25 describes 3 unconnected molecules or ions with the total composition C17H21F16N4O5PS at a distorted geometry. The level of theory is ωB97M-V/def2-TZVPD.

Computed properties:
**E_tot**: -97769.194 eV
**Spin multiplicity**: 1
**Gap between HOMO and LUMO**: 8.1 eV
**LUMO level**: -0.22 eV
**Largest force on an atom**: 2.6 eV Å⁻¹

Geometry (Å):
C  -5.55649  -0.56622  1.70780
C  -4.43866  -1.59098  1.34121
O  -3.35546  -1.48204  2.27126
C  -2.38319  -0.54791  1.84116
C  -1.90921  0.16385  3.10269
N  -1.12915  1.37833  2.85778
N  -1.22022  2.44011  3.70423
C  -0.38987  3.36418  3.26699
C  -0.22832  4.68519  4.01133
O  -0.02103  4.55841  5.24387
O  -0.32702  5.73506  3.38102
N  0.23248  2.96361  2.16625
C  -0.22754  1.72797  1.94811
N  0.20333  0.96301  0.92396
P  1.38368  1.63874  -0.16789
S  3.19858  1.34371  0.40644
H  -5.72303  0.08362  0.84830
H  -5.19803  0.00773  2.56082
H  -6.45514  -1.11239  1.98306
H  -4.12246  -1.53040  0.30308
H  -4.84071  -2.59544  1.48616
H  -1.58423  -1.15114  1.38517
H  -2.78581  0.14044  1.09110
H  -2.80886  0.47774  3.63585
H  -1.34673  -0.48518  3.77764
H  -1.81308  2.47175  4.51906
H  -0.09841  0.02111  0.74263
H  1.12655  3.01676  -0.28197
H  1.09621  1.02991  -1.40616
C  8.92497  1.81374  1.93035
C  10.13093  1.67581  0.97859
C  10.20240  2.62839  -0.21965
F  9.15337  2.49244  -1.04898
F  11.31614  2.35489  -0.94156
F  10.22739  0.39212  0.57156
F  11.24130  1.92707  1.73031
O  7.82356  0.92030  1.77227
C  6.81555  1.18477  0.85983
C  6.76400  0.14614  -0.26806
F  7.93653  0.07248  -0.92511
F  5.81844  0.49030  -1.16841
F  6.90916  2.44477  0.40121
F  5.65537  1.12013  1.55442
H  9.31357  1.56072  2.91603
H  8.58882  2.84730  2.01235
H  10.25831  3.66789  0.11463
H  6.52887  -0.84072  0.13592
C  -6.99378  -3.67495  -3.88383
C  -6.24908  -3.71365  -5.23413
C  -4.88052  -4.40234  -5.26968
F  -3.98781  -3.81322  -4.45140
F  -4.37698  -4.33002  -6.52282
F  -6.16316  -2.45934  -5.72534
F  -7.04764  -4.41028  -6.08990
O  -6.91433  -2.48492  -3.09492
C  -5.85682  -2.26710  -2.23623
C  -5.00557  -1.06305  -2.66296
F  -4.52736  -1.21176  -3.90596
F  -3.93726  -0.93175  -1.83284
F  -5.13120  -3.38829  -2.07588
F  -6.40188  -1.99541  -1.02342
H  -8.05026  -3.73475  -4.14145
H  -6.79529  -4.56308  -3.28437
H  -4.96988  -5.45740  -4.99701
H  -5.59803  -0.14677  -2.62448

These are the Löwdin partial charges, in e, on atoms 1 to 5: atom 1 (C): -0.045, atom 2 (C): -0.243, atom 3 (O): -0.154, atom 4 (C): -0.210, atom 5 (C): -0.047

---

# 3
This record from OMol25 describes a molecular structure, C16H15HfN4O4S. The level of theory is ωB97M-V/def2-TZVPD.

Computed properties:
**Energy above the lowest of the compared OMol25 structures with the same formula, charge and spin**: 37.3 kcal/mol
**E_tot**: -43102.240 eV
**Spin multiplicity**: 1
**Gap between HOMO and LUMO**: 6.7 eV
**LUMO level**: -11.13 eV
**Largest force on an atom**: 0.5 eV Å⁻¹
**Charge**: +3

Geometry (Å):
Hf  1.15039  -0.57579  0.32508
C  0.36818  3.73270  1.75589
C  0.44477  2.27024  1.50184
N  1.47456  1.61719  1.05607
N  2.65043  2.29396  0.82431
C  3.68019  1.65096  0.24069
N  4.82227  2.27110  0.08243
S  3.54282  0.00460  -0.25318
C  -0.73480  1.41764  1.81006
C  -1.87378  1.90906  2.40576
C  -2.90609  1.02168  2.73137
C  -2.75898  -0.32259  2.45071
C  -1.58817  -0.75245  1.84307
N  -0.59918  0.09449  1.51459
H  1.15736  4.31213  1.28398
H  0.39327  3.91552  2.83519
H  -0.57737  4.12066  1.37721
H  2.76570  3.20944  1.24170
H  4.97713  3.22893  0.37304
H  5.61008  1.78952  -0.33402
H  -1.97598  2.95812  2.64120
H  -3.80448  1.39092  3.20951
H  -3.52464  -1.04316  2.70307
H  -1.43080  -1.80248  1.61920
O  1.71673  -4.51402  0.25700
C  1.23921  -3.47051  0.05212
O  1.54479  -2.32621  0.90979
C  0.25063  -3.02845  -0.97558
C  -0.84788  -3.79932  -1.20248
C  -1.88391  -3.39310  -2.09672
C  -1.75270  -2.18836  -2.71412
O  -2.54985  -1.60695  -3.62829
C  -1.85662  -0.49391  -4.16560
O  -0.66481  -0.32785  -3.30682
C  -0.62634  -1.36436  -2.51001
C  0.39571  -1.68784  -1.59037
H  -0.92862  -4.76157  -0.71225
H  -2.72750  -4.04088  -2.29684
H  -2.45764  0.40715  -4.08727
H  -1.50344  -0.70149  -5.17429
H  1.38933  -1.41470  -1.99703

These are the Löwdin partial charges, in e, on atoms 1 to 5: atom 1 (Hf): 1.617, atom 2 (C): 0.035, atom 3 (C): -0.191, atom 4 (N): -0.056, atom 5 (N): 0.029

---

# 4
This record from OMol25 describes a single C6H5N2O4P molecule at a distorted geometry. The level of theory is ωB97M-V/def2-TZVPD.

Computed properties:
**SMILES**: O=c1occn1POc1ncco1
**Energy above the lowest of the compared OMol25 structures with the same formula, charge and spin**: 26.7 kcal/mol
**E_tot**: -26759.463 eV
**Spin multiplicity**: 1
**Gap between HOMO and LUMO**: 7.4 eV
**LUMO level**: -0.69 eV
**Largest force on an atom**: 5.3 eV Å⁻¹

Geometry (Å):
O  0.88538  -2.91378  -0.23900
C  1.18650  -2.01420  0.50506
O  2.28568  -1.31396  0.55410
C  2.09344  -0.22507  1.34155
C  0.90852  -0.30401  1.93078
N  0.29476  -1.43882  1.40392
P  -1.38503  -1.61900  1.51823
O  -1.93231  -0.41139  0.08177
C  -1.59468  0.54538  -0.76623
N  -2.18268  1.37560  -1.64411
C  -1.30603  2.18771  -2.22303
C  -0.05795  1.88988  -1.68927
O  -0.26025  0.89045  -0.75028
H  2.95472  0.33368  1.42486
H  0.50420  0.46044  2.47275
H  -1.64864  -2.81225  0.69394
H  -1.61621  2.89716  -3.01647
H  0.87059  2.47217  -1.59858

These are the Löwdin partial charges, in e, on atoms 1 to 5: atom 1 (O): 0.111, atom 2 (C): -0.577, atom 3 (O): 0.139, atom 4 (C): -0.052, atom 5 (C): -0.101

---

- The highest E_tot belongs to which entry?
  C6H5N2O4P

---

- largest force on an atom of number 3 (C16H15HfN4O4S)?
  0.5 eV Å⁻¹

---

- The highest largest force on an atom belongs to which entry?
  C6H5N2O4P

---

- Look up the spin multiplicity of the first one.
  3